Record 1
A molecular structure, C21H36P2TcTe, computed with ωB97M-V/def2-TZVPD.

Results
HOMO (alpha / beta) (eV): -12.0 / -13.1
Total charge: +2
E (hartree): -1852.2770
Multiplicity: 4
ΔE to the lowest compared entry with this formula, charge and spin (kcal per mole): 131.7
Frontier orbital gap (alpha / beta) (eV): 5.2 / 3.0

Positions of all 61 atoms, in Å:
P 0.440 2.543 -0.467
P -1.364 -2.112 1.249
C -1.711 0.453 0.073
C -2.307 -0.619 1.019
H -2.552 0.709 -0.651
H -1.803 1.468 0.538
H -2.232 -0.181 2.040
H -3.337 -0.835 0.788
C -1.168 -3.593 0.221
H -1.507 -4.492 0.724
H -0.159 -3.802 -0.123
H -1.778 -3.468 -0.656
C -2.339 -2.790 2.614
H -2.741 -3.744 2.200
H -3.135 -2.036 2.794
H -1.741 -2.936 3.539
C 1.113 3.620 -1.772
H 1.442 4.596 -1.383
H 0.307 3.818 -2.477
H 1.930 3.071 -2.262
C -0.337 3.671 0.787
H -0.923 3.089 1.523
H -0.962 4.352 0.182
H 0.509 4.218 1.212
Tc -0.049 0.157 -1.199
C -1.733 -1.028 -2.240
C -0.356 -1.403 -2.336
C 0.259 -1.505 -3.768
C 0.377 -0.070 -4.317
C 0.403 0.888 -3.121
C -0.832 1.420 -2.440
C -2.176 1.209 -3.122
C -2.576 -0.275 -3.273
C 2.197 0.989 0.014
H -2.355 -1.717 -1.649
H -0.045 -2.217 -1.668
H -0.267 -2.205 -4.458
H 1.259 -1.974 -3.666
H 1.338 -0.009 -4.846
H -0.468 0.169 -4.988
H 1.415 1.263 -2.907
H -0.944 2.494 -2.153
H -2.319 1.713 -4.082
H -2.934 1.663 -2.484
H -3.675 -0.399 -3.082
H -2.433 -0.618 -4.326
H 2.337 0.864 1.096
H 2.492 2.054 -0.130
H 2.980 0.400 -0.524
Te 0.932 -1.380 1.680
C 2.224 -0.847 3.372
C 3.585 -1.196 3.500
C 4.308 -0.909 4.692
C 3.620 -0.271 5.727
C 2.271 0.133 5.625
C 1.602 -0.158 4.437
H 4.086 -1.725 2.693
H 5.377 -1.199 4.781
H 4.140 -0.074 6.663
H 1.754 0.654 6.450
H 0.558 0.110 4.336

=====

Record 2
A molecular structure, C21H37Ag2FN2O10, computed with ωB97M-V/def2-TZVPD.

Results
HOMO (alpha / beta) (eV): -14.0 / -14.0
Total charge: +2
E (hartree): -2077.1986
Multiplicity: 3
Frontier orbital gap (alpha / beta) (eV): 7.3 / 2.7

Positions of all 73 atoms, in Å:
Ag -5.922 0.647 1.391
Ag -3.514 2.766 -1.333
F -5.511 1.897 -0.427
N -2.488 0.385 0.623
O -1.623 -0.458 0.861
O -2.245 1.217 -0.273
O -3.569 0.306 1.183
C -0.429 -0.049 -2.580
C 0.817 -0.936 -2.706
C 1.942 -0.010 -3.231
C 3.286 -0.639 -3.124
C 3.642 -1.140 -1.706
C 2.534 -1.978 -1.075
N 1.192 -1.481 -1.395
O 0.212 -2.283 -0.857
C 2.786 -3.427 -1.556
C 2.738 -1.846 0.439
C 0.560 -2.025 -3.749
H -0.518 0.700 -3.369
H -0.323 0.579 -1.693
H -1.366 -0.605 -2.643
H 1.756 0.239 -4.277
H 2.022 0.985 -2.772
H 4.097 -0.032 -3.523
H 3.255 -1.527 -3.767
H 3.832 -0.194 -1.186
H 4.580 -1.688 -1.714
H 3.564 -3.881 -0.950
H 1.829 -3.951 -1.484
H 3.067 -3.539 -2.602
H 1.946 -2.333 1.022
H 3.692 -2.235 0.778
H 2.548 -0.830 0.798
H -0.106 -2.793 -3.352
H 1.437 -2.606 -4.038
H 0.164 -1.577 -4.657
H -0.360 -1.587 -0.465
O -4.319 -5.056 1.342
C -3.481 -4.563 2.014
O -2.143 -4.887 1.979
C -1.348 -3.788 2.409
C -2.245 -3.146 3.502
C -3.637 -3.372 2.976
H -1.030 -3.160 1.577
H -0.451 -4.090 2.948
H -1.990 -2.083 3.501
H -2.029 -3.526 4.495
H -4.057 -2.485 2.505
H -4.291 -3.683 3.791
O -1.394 3.459 -1.744
C -0.450 4.119 -1.367
O -0.401 5.436 -1.619
C 0.897 6.016 -1.533
C 1.723 4.959 -0.749
C 0.902 3.704 -0.832
H 0.795 6.802 -0.789
H 1.257 6.281 -2.522
H 1.634 5.266 0.293
H 2.773 4.890 -1.016
H 0.891 3.356 0.203
H 1.402 2.902 -1.379
O -0.047 -0.441 4.247
C -0.404 0.631 3.857
O -1.546 1.180 4.366
C -1.875 2.317 3.529
C -0.554 2.782 2.968
C 0.230 1.471 2.807
H -2.289 3.037 4.233
H -2.607 2.037 2.767
H -0.082 3.433 3.706
H -0.692 3.437 2.106
H 1.281 1.653 3.014
H 0.051 1.039 1.823

=====

Record 3
5 unconnected molecules or ions with the total composition C21H37ClO9PS, computed with ωB97M-V/def2-TZVPD.

Results
HOMO (eV): -11.5
Total charge: +1
E (hartree): -2699.1107
ΔE to the lowest compared entry with this formula, charge and spin (kcal per mole): 4.1
Frontier orbital gap (eV): 7.3

Positions of all 70 atoms, in Å:
C 1.410 3.232 -1.675
C -0.014 3.137 -2.238
C 0.020 2.509 -3.656
C -0.747 4.495 -2.354
C -0.537 5.457 -1.174
S 0.698 6.759 -1.475
P 0.582 7.225 -3.650
O 1.797 6.185 -3.832
Cl 1.597 8.961 -3.484
H 1.636 2.334 -1.098
H 1.579 4.067 -0.991
H 2.156 3.299 -2.467
H -0.627 2.467 -1.638
H 0.964 2.732 -4.158
H -0.774 2.912 -4.293
H -0.097 1.428 -3.624
H -0.507 4.940 -3.320
H -1.822 4.307 -2.384
H -1.467 5.924 -0.859
H -0.126 4.917 -0.321
H 0.106 7.848 -0.965
H 1.925 5.963 -4.760
O -0.019 1.213 0.334
C 0.059 1.808 1.377
O 1.240 2.026 1.979
C 1.043 2.670 3.262
C -0.326 3.332 3.157
C -1.065 2.385 2.210
H 1.069 1.904 4.035
H 1.859 3.370 3.421
H -0.806 3.462 4.124
H -0.227 4.317 2.692
H -1.545 1.563 2.742
H -1.799 2.875 1.574
O -3.474 -0.907 0.353
C -2.865 -1.474 -0.509
O -3.093 -2.762 -0.834
C -2.140 -3.212 -1.824
C -1.657 -1.933 -2.505
C -1.746 -0.914 -1.368
H -1.344 -3.743 -1.308
H -2.641 -3.895 -2.506
H -0.663 -2.033 -2.937
H -2.348 -1.656 -3.303
H -0.838 -0.881 -0.767
H -1.991 0.092 -1.697
O -0.608 0.030 4.387
C -0.219 -0.965 3.841
O 0.791 -1.704 4.340
C 1.132 -2.763 3.423
C -0.115 -2.969 2.572
C -0.706 -1.564 2.539
H 1.989 -2.431 2.832
H 1.421 -3.638 4.000
H 0.084 -3.376 1.584
H -0.804 -3.646 3.079
H -0.295 -0.973 1.717
H -1.791 -1.540 2.487
O -0.357 -5.026 0.045
C 0.368 -5.957 0.266
O -0.087 -7.219 0.316
C 0.967 -8.124 0.703
C 2.260 -7.396 0.352
C 1.858 -5.935 0.556
H 0.874 -8.316 1.773
H 0.830 -9.057 0.164
H 3.106 -7.718 0.954
H 2.508 -7.566 -0.696
H 1.998 -5.609 1.589
H 2.364 -5.243 -0.110